C40H64O18S7 | ωB97M-V/def2-TZVPD

* LUMO: -2.125 eV
* energy relative to the best compared isomer or geometry (same formula, charge and spin): 0.0 kcal/mol
* SMILES: O=C1C=CC(=O)C=C1.O=C1C=CC(=O)C=C1.O=S1(=O)CCCC1.O=S1(=O)CCCC1.O=S1(=O)CCCC1.O=S1(=O)CCCC1.O=S1(=O)CCCC1.O=S1(=O)CCCC1.O=S1(=O)CCCC1
* maximum force: 3.58 eV/A
* HOMO: -0.3654 Eh
* electronic energy: -155213.20245 eV

Last column: Löwdin charge in e.
Atoms and positions in Å:
O -7.643 -4.368 0.323  0.082
C -7.862 -3.219 0.726  -0.344
C -6.941 -2.556 1.752  0.014
C -7.102 -1.264 2.039  0.007
C -8.139 -0.531 1.318  -0.409
O -8.141 0.699 1.373  0.099
C -9.116 -1.136 0.436  0.001
C -9.035 -2.443 0.184  0.039
H -6.159 -3.189 2.160  0.131
H -6.378 -0.813 2.661  0.119
H -9.860 -0.570 -0.062  0.121
H -9.697 -2.931 -0.508  0.121
O 4.284 -2.378 3.589  0.110
C 4.294 -2.799 2.454  -0.375
C 3.571 -2.162 1.323  0.001
C 3.950 -2.317 0.046  0.029
C 5.056 -3.293 -0.193  -0.384
O 5.497 -3.439 -1.296  0.110
C 5.519 -4.211 0.901  0.033
C 5.150 -3.966 2.141  0.015
H 2.915 -1.390 1.619  0.080
H 3.592 -1.687 -0.761  0.091
H 6.368 -4.812 0.662  0.116
H 5.621 -4.417 2.968  0.111
O 1.601 2.932 4.346  -0.317
S 3.024 3.056 4.325  0.699
O 3.689 4.344 4.563  -0.352
C 3.665 1.880 5.567  -0.201
C 4.434 0.836 4.768  -0.226
C 3.971 0.830 3.316  -0.208
C 3.872 2.331 2.878  -0.168
H 2.770 1.463 6.073  0.113
H 4.289 2.453 6.239  0.096
H 5.524 0.969 4.832  0.128
H 4.230 -0.132 5.178  0.097
H 3.074 0.259 3.140  0.102
H 4.807 0.391 2.774  0.112
H 3.178 2.420 2.029  0.088
H 4.765 2.868 2.700  0.093
O 1.102 8.297 0.607  -0.321
S 1.046 6.909 1.033  0.646
O 0.017 6.101 0.478  -0.318
C 2.661 6.204 0.852  -0.238
C 3.481 6.944 1.936  -0.200
C 2.674 7.033 3.242  -0.178
C 1.206 6.826 2.828  -0.206
H 3.098 6.209 -0.159  0.122
H 2.508 5.146 1.130  0.089
H 4.483 6.478 1.962  0.123
H 3.603 7.937 1.563  0.093
H 2.803 8.026 3.676  0.119
H 2.979 6.329 3.921  0.039
H 0.560 7.561 3.263  0.098
H 0.873 5.841 3.100  0.087
O -3.194 -2.452 -2.491  -0.323
S -3.480 -2.129 -1.112  0.703
O -2.752 -2.672 0.003  -0.305
C -3.456 -0.313 -0.909  -0.204
C -4.811 -0.128 -0.251  -0.242
C -5.813 -0.968 -1.018  -0.204
C -5.258 -2.369 -0.985  -0.205
H -3.412 0.191 -1.872  0.104
H -2.641 0.061 -0.282  0.052
H -4.683 -0.452 0.793  0.111
H -5.145 0.939 -0.130  0.145
H -5.823 -0.489 -2.013  0.134
H -6.870 -0.897 -0.650  0.100
H -5.461 -3.118 -1.721  0.106
H -5.450 -2.759 0.021  0.073
O 0.638 -1.298 -5.742  -0.340
S -0.495 -1.787 -4.973  0.669
O -0.274 -2.769 -3.942  -0.304
C -1.456 -0.410 -4.458  -0.264
C -2.519 -0.185 -5.511  -0.217
C -2.938 -1.576 -6.022  -0.191
C -1.610 -2.312 -6.282  -0.207
H -0.756 0.489 -4.400  0.129
H -1.860 -0.595 -3.452  0.070
H -3.348 0.388 -5.022  0.128
H -2.054 0.409 -6.304  0.119
H -3.506 -1.539 -6.948  0.110
H -3.563 -1.999 -5.215  0.113
H -1.174 -2.086 -7.227  0.096
H -1.645 -3.363 -6.166  0.087
O 1.986 -4.905 1.948  -0.290
S 1.008 -4.240 1.168  0.650
O 0.552 -2.886 1.462  -0.329
C 1.405 -4.136 -0.545  -0.244
C 0.264 -4.764 -1.319  -0.175
C -0.250 -5.926 -0.355  -0.179
C -0.402 -5.308 1.040  -0.237
H 2.332 -4.667 -0.783  0.114
H 1.541 -3.072 -0.816  0.104
H -0.552 -4.061 -1.452  0.095
H 0.575 -5.187 -2.271  0.116
H 0.482 -6.769 -0.262  0.128
H -1.214 -6.294 -0.625  0.096
H -0.453 -5.895 2.010  0.132
H -1.222 -4.619 1.114  0.072
O 1.560 0.293 0.141  -0.331
S 0.203 0.794 0.015  0.699
O -0.500 0.585 -1.230  -0.324
C -0.785 0.049 1.361  -0.204
C -1.607 1.205 1.954  -0.183
C -0.655 2.478 2.011  -0.160
C 0.123 2.453 0.660  -0.201
H -0.072 -0.302 2.080  0.092
H -1.366 -0.805 0.972  0.079
H -2.430 1.628 1.416  0.091
H -1.962 1.038 2.992  0.124
H -0.071 2.373 2.856  0.046
H -1.201 3.409 2.085  0.115
H 1.102 2.932 0.709  0.080
H -0.463 3.022 -0.047  0.103
O 4.362 3.081 -3.171  -0.325
S 3.473 2.461 -2.178  0.679
O 3.121 3.190 -0.964  -0.352
C 2.075 1.920 -3.191  -0.221
C 2.770 0.786 -4.012  -0.174
C 3.451 -0.117 -2.882  -0.141
C 3.975 0.851 -1.703  -0.226
H 1.821 2.823 -3.753  0.099
H 1.082 1.684 -2.714  0.092
H 2.039 0.228 -4.576  0.069
H 3.507 1.235 -4.678  0.106
H 4.305 -0.677 -3.293  0.111
H 2.690 -0.834 -2.503  0.101
H 5.046 0.870 -1.602  0.104
H 3.439 0.715 -0.803  0.031

Cartesian forces (eV/Å) of the 2 atoms listed first:
O -0.217 1.928 0.736
C 0.032 -1.671 -0.091